Run w
{"formula": "C2H6N2O3", "method": "wB97M-V/def2-TZVPD", "symbols": ["C", "C", "N", "N", "O", "O", "O", "H", "H", "H", "H", "H", "H"], "coordinates": [[-0.02, -1.47, -0.77], [0.02, 1.41, 0.53], [-1.01, -0.40, -0.72], [-0.94, 0.39, 0.43], [1.30, -1.09, -0.39], [0.47, 2.17, -0.29], [0.27, 1.54, 1.87], [-0.32, -2.11, 0.06], [-0.16, -2.00, -1.66], [-1.10, 0.00, -1.57], [-1.06, -0.16, 1.33], [1.58, -0.32, -0.94], [0.98, 2.06, 2.12]], "mulliken_charge": [-0.486, 0.568, -0.360, -0.096, -0.510, -0.544, -0.485, 0.320, 0.386, 0.233, 0.326, 0.324, 0.324], "smiles": "O=C(O)NNCO", "homo_ev": -9.47, "orbital_gap_ev": 10.18, "spin_multiplicity": 1, "lumo_energy_ha": 0.026}

=====

Run x
{"formula": "C2H6N2O3", "method": "wB97M-V/def2-TZVPD", "symbols": ["C", "N", "O", "H", "H", "H", "N", "C", "O", "O", "H", "H", "H"], "coordinates": [[2.10, -1.62, 0.24], [1.66, -0.35, 0.42], [1.74, -2.36, -0.64], [2.83, -1.92, 1.01], [2.07, 0.20, 1.15], [1.05, 0.10, -0.27], [-2.11, 1.39, 0.25], [-1.14, 0.89, -0.57], [-1.30, -0.43, -0.84], [-0.22, 1.54, -1.01], [-1.99, 2.35, 0.53], [-2.50, 0.76, 0.93], [-2.18, -0.57, -1.19]], "mulliken_charge": [0.077, -0.228, -0.535, 0.311, 0.195, 0.239, -0.455, 0.650, -0.489, -0.571, 0.234, 0.238, 0.336], "smiles": "NC(=O)O.NC=O", "homo_ev": -9.60, "orbital_gap_ev": 10.02, "spin_multiplicity": 1, "lumo_energy_ha": 0.015}

=====

Most stable structure, least stable structure: run x, run w.

=====

Run w
{"formula": "C4H7N2S", "method": "wB97M-V/def2-TZVPD", "symbols": ["C", "C", "C", "C", "N", "N", "S", "H", "H", "H", "H", "H", "H", "H"], "coordinates": [[-1.13, 0.08, -0.17], [-1.53, 1.35, 0.06], [0.78, -0.76, -1.24], [0.73, -0.90, 1.14], [0.22, -0.43, -0.18], [1.41, -0.76, -2.23], [-0.65, 2.69, 0.73], [-1.83, -0.62, -0.40], [-2.60, 1.51, 0.20], [0.83, 0.02, 1.85], [-0.06, -1.67, 1.61], [1.66, -1.50, 1.29], [0.60, 2.19, 0.40], [1.58, -1.21, -3.04]], "mulliken_charge": [-0.591, -0.166, 0.412, -0.757, 0.069, -0.083, -0.097, 0.496, 0.315, 0.271, 0.314, 0.390, 0.131, 0.296], "smiles": "CN(C#[NH+])/C=C\\S", "homo_ev": -13.10, "charge": 1, "orbital_gap_ev": 9.03, "spin_multiplicity": 1, "lumo_energy_ha": -0.150}

=====

Run x
{"formula": "C4H7N2S", "method": "wB97M-V/def2-TZVPD", "symbols": ["C", "C", "C", "C", "N", "N", "S", "H", "H", "H", "H", "H", "H", "H"], "coordinates": [[1.41, -1.05, -0.82], [-0.71, 0.02, -0.58], [1.96, -1.15, 0.52], [-2.01, 0.52, -0.33], [0.09, -0.81, -0.83], [0.94, 1.34, 0.39], [2.22, 0.54, -0.15], [1.79, -1.70, -1.71], [1.32, -1.22, 1.24], [2.98, -1.61, 0.73], [-2.41, 0.62, -1.32], [-2.06, 1.58, 0.16], [-2.53, -0.26, 0.40], [0.74, 2.19, 0.04]], "mulliken_charge": [0.201, 0.636, -0.794, -0.884, -0.191, -0.615, 0.315, 0.445, 0.363, 0.301, 0.332, 0.328, 0.284, 0.279], "homo_ev": -13.87, "charge": 1, "orbital_gap_ev": 9.81, "spin_multiplicity": 1, "lumo_energy_ha": -0.149}

=====

Most stable structure, least stable structure: run w, run x.

=====

Run w
{"formula": "C6H16ClNSi", "method": "wB97M-V/def2-TZVPD", "symbols": ["C", "C", "C", "C", "C", "C", "N", "Si", "Cl", "H", "H", "H", "H", "H", "H", "H", "H", "H", "H", "H", "H", "H", "H", "H", "H"], "coordinates": [[0.29, -3.32, 0.60], [-0.14, -1.16, -1.49], [-0.30, 2.91, -1.86], [-0.10, 1.54, 2.22], [0.51, -1.83, 0.88], [-0.34, -0.92, 0.00], [-0.57, 2.50, -0.50], [0.26, 1.28, 0.37], [2.22, 1.44, -0.09], [0.70, -3.59, -0.37], [-0.77, -3.56, 0.61], [0.79, -3.92, 1.36], [-0.72, -0.43, -2.06], [0.91, -1.05, -1.76], [-0.47, -2.16, -1.79], [-0.59, 3.96, -1.99], [0.77, 2.83, -2.04], [-0.82, 2.30, -2.60], [-0.83, 0.82, 2.57], [0.79, 1.41, 2.82], [-0.50, 2.53, 2.42], [0.28, -1.62, 1.93], [1.57, -1.60, 0.73], [-1.39, -1.01, 0.27], [-1.54, 2.65, -0.25]], "mulliken_charge": [-1.340, -1.476, -0.876, -1.150, -0.418, 0.066, -0.182, 0.474, -0.303, 0.314, 0.327, 0.402, 0.343, 0.325, 0.423, 0.301, 0.289, 0.279, 0.332, 0.329, 0.360, 0.310, 0.273, 0.355, 0.243], "smiles": "CC[C@H](C)[Si@@](C)(Cl)NC", "homo_ev": -8.25, "orbital_gap_ev": 9.02, "spin_multiplicity": 1, "lumo_energy_ha": 0.029}

=====

Run x
{"formula": "C6H16ClNSi", "method": "wB97M-V/def2-TZVPD", "symbols": ["C", "C", "C", "C", "C", "C", "N", "Si", "Cl", "H", "H", "H", "H", "H", "H", "H", "H", "H", "H", "H", "H", "H", "H", "H", "H"], "coordinates": [[-1.52, 1.62, -2.94], [1.51, 0.66, -0.76], [0.97, 0.04, 2.46], [0.63, -2.34, 2.04], [-0.44, 0.67, -2.50], [0.16, 0.97, -1.13], [0.03, -1.02, 2.13], [-1.50, -0.61, 1.35], [-2.62, -2.41, 1.22], [-1.56, 2.36, -2.18], [-2.48, 1.10, -2.87], [-1.46, 2.11, -3.95], [2.24, 0.74, -1.62], [1.86, 1.17, 0.14], [1.57, -0.43, -0.47], [1.90, -0.45, 2.29], [0.59, 0.86, 1.76], [0.74, 0.29, 3.47], [1.04, -2.61, 3.00], [-0.26, -2.99, 1.70], [1.45, -2.36, 1.29], [-0.66, -0.40, -2.47], [0.39, 0.83, -3.27], [-0.34, 1.98, -0.80], [-2.24, 0.23, 2.12]], "mulliken_charge": [-1.047, -0.943, -0.878, -0.756, -0.126, -0.099, 0.164, 0.264, -0.311, 0.342, 0.236, 0.298, 0.357, 0.280, 0.131, 0.370, 0.176, 0.276, 0.330, 0.174, 0.287, 0.335, 0.197, 0.058, -0.115], "homo_ev": [-7.60, -7.12], "orbital_gap_ev": [7.28, 7.58], "spin_multiplicity": 1, "lumo_energy_ha": [-0.012, 0.017]}

=====

Most stable structure, least stable structure: run w, run x.

=====

Run w
{"formula": "C4H4O12Rb", "method": "wB97M-V/def2-TZVPD", "symbols": ["Rb", "O", "C", "O", "O", "H", "O", "C", "O", "O", "H", "O", "C", "O", "O", "H", "O", "C", "O", "O", "H"], "coordinates": [[-15.91, -17.73, 17.34], [-14.79, -15.40, 16.13], [-13.87, -14.96, 15.30], [-12.90, -15.77, 15.17], [-14.17, -14.10, 14.45], [-15.59, -14.96, 15.86], [-19.32, -14.18, 17.18], [-18.28, -14.82, 16.66], [-17.30, -14.19, 16.25], [-18.25, -16.04, 16.85], [-18.89, -13.34, 16.99], [-18.64, -20.87, 19.87], [-17.54, -20.58, 19.17], [-17.29, -21.23, 18.20], [-16.91, -19.50, 19.36], [-18.42, -21.45, 19.14], [-13.41, -14.42, 18.37], [-13.97, -15.05, 19.49], [-13.73, -14.58, 20.57], [-14.74, -16.02, 19.28], [-13.71, -14.97, 17.64]], "mulliken_charge": [0.992, -0.378, 0.765, -0.807, -0.792, 0.282, -0.497, 0.708, -0.853, -0.737, 0.288, -0.543, 0.737, -0.728, -0.780, 0.333, -0.514, 0.505, -0.772, -0.648, 0.439], "homo_ev": 0.94, "charge": -3, "orbital_gap_ev": 5.28, "spin_multiplicity": 1, "lumo_energy_ha": 0.229}

=====

Run x
{"formula": "C4H4O12Rb", "method": "wB97M-V/def2-TZVPD", "symbols": ["Rb", "O", "C", "O", "O", "H", "O", "C", "O", "O", "H", "O", "C", "O", "O", "H", "O", "C", "O", "O", "H"], "coordinates": [[-19.83, -17.17, 13.70], [-19.34, -14.59, 12.36], [-18.08, -14.16, 12.66], [-17.41, -14.89, 13.42], [-17.68, -13.10, 12.14], [-19.64, -13.86, 11.80], [-19.92, -20.86, 12.64], [-20.02, -20.00, 11.58], [-20.74, -18.98, 11.75], [-19.49, -20.32, 10.49], [-20.65, -20.67, 13.23], [-16.47, -15.33, 16.28], [-16.82, -16.65, 16.39], [-17.66, -17.06, 15.55], [-16.19, -17.32, 17.24], [-17.00, -15.21, 15.44], [-22.64, -16.66, 14.36], [-23.49, -17.39, 13.53], [-23.83, -16.99, 12.40], [-23.90, -18.50, 13.98], [-22.67, -17.42, 14.96]], "mulliken_charge": [0.962, -0.377, 0.694, -0.738, -0.788, 0.222, -0.484, 0.619, -0.719, -0.755, 0.344, -0.510, 0.536, -0.618, -0.804, 0.417, -0.497, 0.716, -0.730, -0.769, 0.279], "homo_ev": 0.03, "charge": -3, "orbital_gap_ev": 6.30, "spin_multiplicity": 1, "lumo_energy_ha": 0.232}

=====

Most stable structure, least stable structure: run x, run w.

=====

Run w
{"formula": "C4H6ClN", "method": "wB97M-V/def2-TZVPD", "symbols": ["C", "C", "C", "C", "N", "Cl", "H", "H", "H", "H", "H", "H"], "coordinates": [[1.04, -1.88, 0.27], [1.01, -0.58, 0.15], [-0.51, 1.57, 0.07], [-1.42, 0.36, -0.30], [-0.39, 0.26, 0.69], [2.23, 0.48, -0.33], [1.97, -2.40, 0.07], [0.22, -2.31, 0.68], [0.22, 1.86, -0.56], [-0.83, 2.36, 0.71], [-2.43, 0.27, -0.18], [-1.10, 0.02, -1.27]], "mulliken_charge": [-1.103, 0.627, -0.515, -0.317, -0.321, -0.183, 0.320, 0.429, 0.303, 0.229, 0.319, 0.211], "homo_ev": [-5.27, -9.62], "orbital_gap_ev": [6.17, 7.18], "spin_multiplicity": 3, "lumo_energy_ha": [0.033, -0.090]}

=====

Run x
{"formula": "C4H6ClN", "method": "wB97M-V/def2-TZVPD", "symbols": ["C", "C", "C", "C", "N", "Cl", "H", "H", "H", "H", "H", "H"], "coordinates": [[1.11, 0.97, -1.29], [1.23, 0.36, -0.14], [-1.24, -1.17, 0.19], [1.55, -0.29, 0.96], [-1.72, -0.04, 0.47], [-2.43, -2.31, 0.32], [1.87, 1.28, -2.03], [0.13, 1.39, -1.58], [-1.24, 0.63, -0.16], [1.91, 0.33, 1.83], [1.59, -1.35, 0.85], [-2.76, 0.21, 0.59]], "mulliken_charge": [-0.542, 0.175, 0.133, -0.549, -0.359, -0.232, 0.252, 0.180, 0.137, 0.234, 0.299, 0.272], "homo_ev": [-5.89, -9.92], "orbital_gap_ev": [6.91, 8.77], "spin_multiplicity": 3, "lumo_energy_ha": [0.037, -0.042]}

=====

Most stable structure, least stable structure: run x, run w.

=====

Run w
{"formula": "C7H7NO3", "method": "wB97M-V/def2-TZVPD", "symbols": ["C", "C", "C", "C", "C", "C", "C", "H", "H", "H", "H", "H", "H", "H", "N", "O", "O", "O"], "coordinates": [[-1.79, 1.40, -0.57], [-0.55, 0.81, -0.05], [0.27, 1.35, 1.00], [1.39, 0.62, 1.28], [1.93, -0.62, 0.69], [0.95, -1.25, -0.19], [-0.19, -0.52, -0.48], [-2.99, -0.27, -0.20], [-3.65, 1.11, -1.10], [-0.14, 2.26, 1.49], [2.13, 1.29, 1.83], [3.23, -1.90, 0.14], [0.36, -2.90, -1.09], [-0.83, -0.95, -1.29], [-2.78, 0.54, -0.99], [-1.75, 2.63, -0.64], [3.11, -1.16, 0.88], [1.31, -2.43, -0.73]], "mulliken_charge": [0.201, 0.261, -0.657, -0.483, 0.150, 1.305, -0.668, 0.317, 0.307, 0.381, 0.250, 0.395, 0.360, 0.270, -0.571, -0.585, -0.582, -0.651], "smiles": "NC(=O)c1ccc(O)c(O)c1", "homo_ev": -8.23, "orbital_gap_ev": 8.38, "spin_multiplicity": 1, "lumo_energy_ha": 0.005}

=====

Run x
{"formula": "C7H7NO3", "method": "wB97M-V/def2-TZVPD", "symbols": ["C", "C", "C", "C", "C", "C", "C", "N", "O", "O", "O", "H", "H", "H", "H", "H", "H", "H"], "coordinates": [[2.71, 0.42, 0.93], [1.72, 1.17, 0.29], [2.41, -0.90, 0.68], [0.87, 0.25, -0.32], [-1.86, -0.52, -0.08], [-1.16, -0.59, -1.52], [-0.30, 0.46, -1.07], [-2.53, 0.62, -0.01], [-1.66, -1.38, 0.76], [1.32, -1.01, -0.06], [-3.31, 0.72, 1.10], [3.54, 0.79, 1.51], [1.63, 2.23, 0.26], [2.90, -1.81, 0.98], [-0.72, -1.58, -1.62], [-1.86, -0.33, -2.30], [-0.58, 1.49, -1.25], [-3.11, -0.03, 1.70]], "mulliken_charge": [-0.368, -0.696, -0.356, 0.624, 0.581, -0.503, -0.261, -0.321, -0.702, -0.265, -0.340, 0.414, 0.475, 0.452, 0.300, 0.343, 0.278, 0.348], "homo_ev": [-7.75, -7.95], "orbital_gap_ev": [6.45, 6.70], "spin_multiplicity": 1, "lumo_energy_ha": [-0.047, -0.046]}

=====

Most stable structure, least stable structure: run w, run x.